{
  "formula": "C33H44N3O2",
  "method": "ωB97M-V with the def2-TZVPD basis set",
  "relative_energy_kj_mol": 205.0,
  "e_tot_ha": -1598.31010,
  "charge": 1,
  "e_homo_ha": -0.3313,
  "orbital_gap_ev": 3.8,
  "elements": ["C", "O", "C", "O", "C", "C", "C", "C", "N", "C", "C", "C", "C", "C", "C", "H", "H", "H", "H", "H", "H", "H", "H", "H", "H", "H", "H", "H", "H", "H", "H", "H", "H", "H", "C", "C", "C", "N", "C", "C", "C", "C", "C", "C", "C", "C", "C", "N", "C", "C", "C", "C", "C", "C", "C", "C", "C", "H", "H", "H", "H", "H", "H", "H", "H", "H", "H", "H", "H", "H", "H", "H", "H", "H", "H", "H", "H", "H", "H", "H", "H", "H"],
  "coordinates": [[-1.00558, 3.75928, 0.21386], [-1.68545, 3.76628, -1.05088], [-1.04782, 4.39672, -2.04829], [0.00349, 4.99920, -1.89509], [-1.83042, 4.25759, -3.34623], [-3.01620, 5.24258, -3.41194], [-2.94367, 5.92422, -4.77716], [-1.79050, 5.25775, -5.54235], [-1.06644, 4.49848, -4.54132], [-0.01727, 3.68254, -4.93556], [1.17535, 3.72481, -4.27933], [2.40382, 3.00329, -4.68757], [2.26394, 2.26872, -6.03402], [0.84944, 1.71500, -6.25100], [-0.19375, 2.83336, -6.19497], [-1.69022, 3.20914, 0.86267], [-0.04049, 3.23799, 0.14826], [-0.83915, 4.77859, 0.59006], [-2.18894, 3.20800, -3.33102], [-3.93290, 4.65820, -3.30113], [-2.96275, 5.97302, -2.59668], [-3.88302, 5.82545, -5.32820], [-2.71527, 6.99048, -4.67437], [-2.17239, 4.61886, -6.36202], [-1.12779, 6.00364, -6.01210], [1.28168, 4.40181, -3.44049], [3.22086, 3.73454, -4.75004], [2.68905, 2.30497, -3.88385], [2.48839, 2.98002, -6.84116], [3.00088, 1.46100, -6.09864], [0.78899, 1.19383, -7.21537], [0.61372, 0.98810, -5.46234], [-1.21246, 2.41405, -6.22094], [-0.09886, 3.47459, -7.09004], [3.77074, 2.55023, 6.34726], [2.41849, 2.78360, 7.03575], [1.34625, 2.13069, 6.14737], [2.08356, 1.35561, 5.16717], [1.45790, 0.61961, 4.18064], [0.51602, 1.22280, 3.30361], [-0.04587, 0.49701, 2.27943], [0.17698, -0.90138, 2.16215], [-0.53260, -1.59867, 1.15872], [-0.80660, -2.98488, 1.15787], [-0.72549, -3.78558, 2.33540], [-0.88651, -5.15570, 2.27265], [-1.18530, -5.79674, 1.04095], [-1.27882, -7.17984, 0.96447], [-0.15060, -7.99607, 0.53362], [-0.46871, -9.43192, 0.98288], [-1.82370, -9.38940, 1.70311], [-2.29530, -7.92645, 1.69529], [-1.36485, -4.98863, -0.11516], [-1.22051, -3.61845, -0.04806], [1.13237, -1.50201, 3.03984], [1.76729, -0.75403, 4.01000], [3.50041, 1.67328, 5.11405], [4.21495, 3.49963, 6.03366], [4.46722, 2.03033, 7.01027], [2.39960, 2.29851, 8.01697], [2.20887, 3.84954, 7.16050], [0.68230, 1.46657, 6.72692], [0.71078, 2.88294, 5.65062], [0.29670, 2.28335, 3.40805], [-0.70904, 0.96374, 1.55092], [-0.93527, -1.00876, 0.32636], [-0.52383, -3.31972, 3.29880], [-0.75011, -5.75456, 3.16865], [-0.03635, -7.93077, -0.55963], [0.78167, -7.62111, 0.99119], [-0.50600, -10.09298, 0.11233], [0.31754, -9.78055, 1.65854], [-2.55859, -10.01549, 1.18762], [-1.73010, -9.73511, 2.73641], [-2.41877, -7.51234, 2.70887], [-3.26530, -7.83516, 1.17783], [-1.64872, -5.47642, -1.04286], [-1.38157, -2.99256, -0.92373], [1.37198, -2.56107, 2.94743], [2.47819, -1.22235, 4.68605], [3.73216, 2.22650, 4.18436], [4.09824, 0.74868, 5.10412]],
  "lowdin_charge": [-0.05, -0.04, -0.43, 0.10, -0.20, -0.10, -0.14, -0.16, -0.09, -0.23, -0.02, -0.20, -0.20, -0.21, -0.14, 0.08, 0.09, 0.10, 0.16, 0.12, 0.12, 0.11, 0.11, 0.11, 0.13, 0.09, 0.11, 0.11, 0.11, 0.10, 0.11, 0.11, 0.12, 0.12, -0.14, -0.14, -0.15, -0.12, -0.19, 0.03, 0.01, -0.20, 0.10, -0.20, 0.00, 0.03, -0.19, -0.13, -0.15, -0.15, -0.15, -0.15, 0.03, 0.01, 0.00, 0.03, -0.14, 0.11, 0.11, 0.11, 0.11, 0.13, 0.11, 0.12, 0.11, 0.14, 0.12, 0.13, 0.12, 0.12, 0.11, 0.11, 0.11, 0.11, 0.11, 0.12, 0.13, 0.13, 0.12, 0.13, 0.13, 0.12]
}